[1]
{"formula": "C4H7NO", "method": "ωB97M-V with the def2-TZVPD basis set", "species": ["C", "C", "N", "C", "C", "O", "H", "H", "H", "H", "H", "H", "H"], "xyz": [[0.8693, -1.4515, 0.6043], [0.8040, -0.1161, 0.7853], [-1.1611, -0.3989, -1.6497], [-0.5417, 0.7202, -0.9722], [0.7621, 0.8564, 1.6624], [-1.2569, 1.5397, -0.3979], [-1.2424, -0.2960, -2.6566], [-2.1287, -0.5258, -1.3709], [0.3104, 1.0326, -1.6108], [1.7867, -1.8908, 0.2326], [0.5969, -2.1372, 1.3982], [0.0156, 0.8263, 2.4500], [1.1858, 1.8412, 1.5251]], "homo_ev": [-8.262, -7.861], "gap_ev": [8.12, 7.35]}


[2]
{"formula": "CCl3P", "method": "ωB97M-V with the def2-TZVPD basis set", "species": ["C", "P", "Cl", "Cl", "Cl"], "xyz": [[0.6984, -0.4466, 0.7974], [-0.5580, -0.2108, -0.2225], [2.4569, -0.7319, 0.5750], [-1.2206, 0.2976, -2.0376], [-1.3767, 1.0917, 0.8876]], "homo_ev": -9.350, "gap_ev": 8.03}


Energy (Ha)
-286.389814 -1759.925493